H20O10 | ωB97M-V/def2-TZVPD

```
30
Properties=species:S:1:pos:R:3:lowdin_charge:R:1
O -0.530 -0.718 -0.088 -0.0810
H -0.448 0.060 -0.726 0.0756
H 0.013 -0.346 0.600 -0.0320
O 4.071 1.465 -0.513 -0.0547
H 3.932 1.618 0.494 0.0844
H 3.705 2.253 -0.813 -0.0450
O 2.985 -0.941 -0.740 -0.1099
H 3.232 -1.063 0.197 0.0026
H 2.644 -1.873 -0.884 0.0528
O 2.185 -3.260 0.841 -0.0436
H 3.068 -3.521 0.736 0.0140
H 1.924 -3.810 1.615 0.0743
O -2.059 -4.118 -1.718 -0.1024
H -1.117 -4.077 -1.325 0.0742
H -2.458 -3.430 -1.149 0.0212
O -5.185 -1.762 -1.034 -0.0987
H -5.738 -0.901 -1.193 0.0924
H -4.348 -1.318 -0.879 0.0075
O 2.280 3.471 -2.232 -0.0167
H 1.620 3.240 -1.649 -0.0160
H 2.063 4.424 -2.264 0.0663
O 1.774 -0.829 1.516 -0.0850
H 1.734 -1.025 2.456 0.0653
H 2.144 0.076 1.469 0.0649
O -3.635 4.219 -0.196 -0.1016
H -2.787 3.750 0.159 0.0740
H -4.262 3.915 0.465 0.0155
O -2.198 1.853 2.455 -0.0329
H -1.612 1.337 1.950 -0.0149
H -2.997 1.309 2.451 0.0493
```

As for the HOMO energy: -10.5 eV. The SMILES is O.O.O.O.O.O.O.O.O.O.

C24H49GaI2N3O5 | ωB97M-V/def2-TZVPD

```
84
Properties=species:S:1:pos:R:3:lowdin_charge:R:1
C 4.150 1.471 -2.728 -0.1074
C 3.066 0.203 -2.608 -0.3981
N 3.153 -0.607 -1.502 0.0612
C 2.032 0.029 -3.868 -0.1948
Ga 0.027 0.194 -3.393 0.2493
N -0.857 -1.368 -4.227 -0.1469
C -0.857 1.860 -4.331 -0.2730
C 0.210 2.725 -5.238 -0.2850
C 1.077 3.744 -4.262 -0.2858
N 1.319 5.089 -4.929 -0.0785
C -0.409 0.096 -1.375 -0.6718
I -1.783 -1.518 -0.676 0.5474
C 0.088 1.009 -0.310 -0.8153
C 1.127 2.222 -0.677 -0.1786
I -0.582 0.718 1.757 0.6506
H 3.569 2.475 -2.470 0.0593
H 5.097 1.312 -2.027 0.0649
H 4.514 1.602 -3.855 0.0725
H 3.955 -0.194 -0.939 -0.0071
H 2.206 -1.040 -4.336 0.0698
H 2.257 0.884 -4.669 0.0405
H -0.190 -1.669 -5.000 -0.0575
H -0.736 -2.119 -3.499 -0.0789
H -1.697 1.483 -5.088 0.0538
H -1.445 2.533 -3.543 0.0550
H 0.892 2.044 -5.913 0.0898
H -0.413 3.407 -5.956 0.0859
H 2.133 3.219 -4.112 0.0922
H 0.510 3.942 -3.257 0.1107
H 2.263 5.013 -5.393 0.0605
H 1.412 5.838 -4.197 0.0546
H 1.273 2.375 -1.828 0.0404
H 0.804 3.184 -0.091 0.0694
H 2.200 1.923 -0.246 0.0819
C 0.450 -3.091 -8.798 -0.0310
C 0.180 -1.705 -8.276 -0.4785
O 0.404 -1.410 -7.103 0.0524
C -0.374 -0.695 -9.244 -0.0269
H 0.848 -3.713 -7.988 0.0854
H -0.479 -3.540 -9.158 0.0819
H 1.189 -3.048 -9.601 0.0796
H -1.340 -1.037 -9.625 0.0828
H 0.328 -0.545 -10.068 0.0802
H -0.519 0.260 -8.729 0.0856
C -2.538 0.659 6.849 -0.0443
C -2.486 -0.251 5.651 -0.4776
O -2.302 0.192 4.519 -0.0310
C -2.668 -1.726 5.893 -0.0370
H -2.391 1.695 6.524 0.0726
H -3.514 0.580 7.334 0.0754
H -1.742 0.397 7.550 0.0844
H -3.650 -1.912 6.335 0.0868
H -1.878 -2.095 6.551 0.0678
H -2.607 -2.260 4.938 0.0876
C -6.397 2.101 4.964 -0.0213
C -5.283 2.962 5.497 -0.4679
O -4.535 2.560 6.386 0.0312
C -5.120 4.334 4.900 -0.0224
H -6.395 1.139 5.488 0.0834
H -7.359 2.590 5.136 0.0823
H -6.248 1.918 3.897 0.0918
H -6.026 4.922 5.068 0.0823
H -4.914 4.251 3.829 0.0912
H -4.278 4.841 5.381 0.0851
C 7.401 -0.566 0.695 -0.0256
C 6.186 0.054 1.332 -0.4778
O 5.278 0.527 0.650 0.0408
C 6.124 0.072 2.836 -0.0268
H 7.308 -0.509 -0.395 0.0848
H 8.298 -0.022 0.999 0.0820
H 7.477 -1.617 0.985 0.0852
H 6.964 0.645 3.236 0.0816
H 6.143 -0.951 3.221 0.0850
H 5.191 0.549 3.155 0.0881
C -3.210 -6.192 7.439 -0.0286
C -2.301 -5.328 6.606 -0.4788
O -1.882 -4.250 7.027 0.0320
C -1.924 -5.833 5.239 -0.0206
H -3.397 -5.701 8.400 0.0831
H -4.165 -6.329 6.925 0.0850
H -2.735 -7.158 7.626 0.0835
H -2.821 -5.954 4.628 0.0886
H -1.392 -6.783 5.328 0.0848
H -1.264 -5.106 4.753 0.0908
```

As for the HOMO energy: -4.2 eV. Its charge is -1.

C3H5BrSi | ωB97M-V/def2-TZVPD

```
10
Properties=species:S:1:pos:R:3:lowdin_charge:R:1
C 0.172 -2.412 0.449 0.1311
C 0.180 -1.271 0.095 -0.3418
C 0.472 0.041 -0.363 -0.9477
Si -0.612 1.519 0.338 0.6085
Br 2.360 0.540 -0.354 0.5590
H -0.128 -3.376 0.523 0.0050
H 0.272 -0.040 -2.047 0.2135
H -1.875 1.098 -0.004 -0.1135
H -0.132 2.621 -0.457 -0.0688
H -0.709 1.281 1.821 -0.0451
```

As for the HOMO energy: -9.3 eV.

C6H8NS2 | ωB97M-V/def2-TZVPD

```
17
Properties=species:S:1:pos:R:3:lowdin_charge:R:1
C -0.277 0.089 2.990 -0.1988
C -0.499 -1.043 3.738 -0.3385
C 0.074 -0.178 1.668 -0.5754
C 0.322 -1.527 1.395 -0.5730
C 0.985 -2.151 0.415 0.0471
C -0.832 0.662 -0.992 -0.4026
N -0.081 0.916 -2.290 0.1087
S -0.217 -2.491 2.827 1.0427
S -0.045 1.144 0.517 1.0111
H -0.197 1.062 3.404 0.1084
H -0.960 -1.236 4.721 0.0936
H 0.979 -3.209 0.382 0.0656
H 1.536 -1.573 -0.274 0.0605
H -1.601 -0.134 -1.032 0.0862
H -0.776 1.226 -2.966 0.1593
H 0.511 0.179 -2.641 0.1495
H 0.495 1.753 -2.344 0.1556
```

As for the HOMO energy (spin up / spin down): -10.7 / -12.0 eV. Its charge is +1.

C5H21N3O3 | ωB97M-V/def2-TZVPD

```
32
Properties=species:S:1:pos:R:3:lowdin_charge:R:1
C 1.100 -3.113 0.336 -0.1596
N 0.478 -1.798 0.698 -0.1425
C -0.921 -1.740 0.118 -0.2022
C -1.008 -0.828 -1.145 -0.2528
N -0.706 0.529 -0.765 -0.0676
C -0.458 1.373 -1.962 -0.2152
C 1.046 1.563 -2.117 -0.3012
N 1.748 2.423 -1.166 -0.0271
H 2.049 -3.361 0.834 0.0664
H 0.554 -3.964 0.791 0.0628
H 1.093 -3.368 -0.781 0.0937
H 1.039 -1.094 0.235 0.0469
H -1.562 -1.286 1.072 0.1330
H -1.212 -2.857 0.258 0.1206
H -0.417 -1.198 -1.917 0.0780
H -2.102 -0.988 -1.574 0.1425
H -1.371 0.938 -0.100 0.0786
H -0.951 0.932 -2.846 0.1129
H -0.901 2.360 -1.785 0.1160
H 1.344 1.893 -3.126 0.0947
H 1.560 0.478 -1.983 0.1436
H 2.769 2.159 -0.984 0.1104
H 1.654 3.364 -1.463 0.0461
O -0.820 0.372 3.029 -0.0675
H 0.109 0.726 3.029 0.0494
H -0.736 -0.482 3.401 0.0365
O -2.563 1.638 1.480 -0.1072
H -3.318 1.227 1.888 0.0219
H -1.819 1.274 2.072 0.0099
O 1.545 1.032 1.899 -0.1076
H 1.567 0.165 1.418 0.0284
H 1.209 1.630 1.157 0.0582
```

As for the HOMO energy: -8.7 eV. The SMILES is CNCCNCCN.O.O.O.

C7H14O2P | ωB97M-V/def2-TZVPD

```
24
Properties=species:S:1:pos:R:3:lowdin_spin:R:1
C 2.695 -1.206 -0.948 0.0110
C 2.781 -0.932 0.547 0.0213
C 1.624 -0.225 -1.511 0.0907
C 1.504 -0.246 0.961 0.1030
C 1.045 0.461 -0.276 0.7064
C -2.831 1.829 0.915 0.0165
C -3.255 0.705 -0.028 0.1393
O -2.141 -1.381 1.362 0.1704
O -2.208 -1.660 -1.110 0.1685
P -2.070 -0.767 0.023 0.4262
H 3.650 -1.055 -1.471 0.0008
H 2.353 -2.182 -1.268 0.0005
H 2.711 -1.905 1.079 0.0022
H 3.682 -0.327 0.914 0.0007
H 2.016 0.545 -2.200 0.0100
H 0.792 -0.808 -2.031 0.0319
H 0.762 -1.004 1.322 0.0318
H 1.685 0.426 1.784 0.0046
H 0.912 1.566 -0.456 0.0366
H -2.778 1.487 1.937 0.0016
H -1.817 2.191 0.577 0.0072
H -3.548 2.819 0.780 0.0016
H -3.192 1.172 -0.998 0.0018
H -4.371 0.498 0.096 0.0155
```

As for the HOMO energy (spin up / spin down): -1.6 / -4.9 eV. The multiplicity is 3. Its charge is -1.

C17H14Cl28FNO6S2 | ωB97M-V/def2-TZVPD

```
69
Properties=species:S:1:pos:R:3:lowdin_charge:R:1
O 4.509 -1.215 -1.242 -0.3396
S 5.446 -0.575 -2.088 0.9254
O 4.680 -0.123 -3.443 -0.3248
C 3.775 0.980 -3.184 -0.2165
C 2.371 0.438 -2.809 -0.1584
C 1.233 1.470 -3.066 -0.2071
N -0.010 0.751 -3.375 -0.0717
C -0.932 0.863 -2.251 -0.1711
C -2.267 0.135 -2.414 -0.1245
C -3.022 -0.048 -1.251 -0.0462
C -4.253 -0.647 -1.236 -0.1270
C -4.790 -1.099 -2.439 -0.1798
C -4.073 -0.945 -3.604 -0.0243
C -2.830 -0.334 -3.592 -0.2639
O -2.174 -0.201 -4.801 -0.0364
O 6.499 -1.859 -2.585 -0.3788
S 7.944 -1.255 -2.994 0.5138
O 7.814 -0.397 -4.088 -0.2099
O 8.843 -2.290 -3.225 -0.1905
F 8.427 -0.436 -1.728 -0.1338
H 3.730 1.666 -4.039 0.1307
H 4.159 1.531 -2.300 0.1009
H 2.217 -0.507 -3.357 0.1212
H 2.358 0.195 -1.733 0.0917
H 1.498 2.162 -3.889 0.1135
H 1.083 2.091 -2.165 0.1120
H 0.162 -0.208 -3.641 0.0973
H -0.449 0.486 -1.315 0.1193
H -1.149 1.932 -2.062 0.1337
H -2.623 0.308 -0.292 0.1147
H -4.819 -0.790 -0.312 0.0050
H -5.793 -1.580 -2.515 -0.0291
H -4.484 -1.305 -4.545 0.0590
H -1.592 -0.953 -4.961 0.1073
C -9.150 -1.153 -1.633 -2.0030
Cl -7.410 -0.897 -1.902 0.6474
Cl -9.812 0.201 -0.703 0.5228
Cl -9.975 -1.259 -3.193 0.5287
Cl -9.388 -2.658 -0.734 0.5270
C 4.770 1.914 1.704 -2.0258
Cl 5.793 2.771 0.539 0.5311
Cl 3.159 1.696 1.011 0.5044
Cl 5.478 0.336 2.066 0.5464
Cl 4.674 2.862 3.201 0.5029
C -4.740 -0.085 -7.629 -2.0343
Cl -5.885 0.720 -6.547 0.5332
Cl -4.564 -1.782 -7.151 0.5389
Cl -5.349 -0.011 -9.291 0.5193
Cl -3.173 0.722 -7.539 0.5563
C 0.665 0.615 4.039 -1.9875
Cl -0.556 1.388 5.053 0.5073
Cl 0.891 -1.057 4.564 0.5412
Cl 0.095 0.635 2.360 0.4925
Cl 2.223 1.485 4.150 0.4341
C -3.943 -2.559 2.821 -2.0276
Cl -4.749 -2.925 4.353 0.5276
Cl -2.754 -1.272 3.076 0.4985
Cl -3.130 -4.010 2.220 0.5324
Cl -5.146 -2.020 1.639 0.5720
C 1.093 2.831 8.512 -2.0241
Cl 1.740 1.649 9.657 0.5070
Cl 1.571 4.461 9.011 0.5281
Cl 1.733 2.495 6.897 0.4683
Cl -0.674 2.718 8.482 0.5192
C 5.006 -1.211 10.701 -2.0536
Cl 4.441 -0.500 9.184 0.5002
Cl 3.653 -1.324 11.836 0.5148
Cl 5.654 -2.828 10.391 0.5208
Cl 6.273 -0.190 11.395 0.5210
```

As for the HOMO energy: -8.8 eV.

C49H80F21NO15PS2 | ωB97M-V/def2-TZVPD

```
169
Properties=species:S:1:pos:R:3:lowdin_charge:R:1
C 2.366 -2.394 5.161 -0.1060
C 2.542 -1.097 4.332 -0.2477
C 2.115 0.152 5.120 -0.2238
C 0.616 0.182 5.462 -0.2231
C -0.306 0.078 4.253 -0.2080
C -0.116 1.245 3.266 -0.2025
C -1.208 1.349 2.193 -0.2009
C -1.217 0.113 1.281 -0.1904
N -2.407 -0.022 0.441 -0.1902
C -2.638 -1.396 -0.083 -0.1677
C -1.441 -2.365 -0.179 -0.1773
C -1.610 -3.410 -1.322 -0.1784
C -1.896 -4.861 -0.846 -0.1987
C -0.752 -5.829 -1.214 -0.2094
C 0.360 -5.893 -0.128 -0.1974
C 1.720 -5.278 -0.552 -0.2327
C 2.335 -4.311 0.495 -0.0904
C -2.674 1.036 -0.473 -1.1211
S -3.617 2.292 0.007 0.6085
S -2.180 1.087 -2.169 0.8928
C -0.695 0.076 -2.440 -0.4761
C 0.349 0.822 -3.315 -0.2742
C 1.653 -0.015 -3.365 -0.2522
P 3.078 0.518 -2.192 0.5536
C 4.397 0.254 -3.558 -0.2486
C 5.809 0.664 -3.146 -0.3485
O 5.899 1.987 -2.663 -0.0287
C 6.768 0.547 -4.334 -0.6398
F 6.375 1.285 -5.368 0.1416
F 6.910 -0.702 -4.769 0.1405
F 7.996 0.982 -4.038 0.1313
O 2.960 2.178 -2.701 -0.3328
C 2.493 3.042 -1.695 -0.2503
C 1.850 2.192 -0.560 -0.2677
O 1.935 0.816 -0.865 -0.3710
H 3.212 -3.069 4.988 0.0633
H 2.305 -2.168 6.232 0.0654
H 1.459 -2.936 4.869 0.0665
H 3.601 -1.000 4.062 0.1012
H 1.960 -1.166 3.404 0.0942
H 2.682 0.153 6.064 0.1079
H 2.386 1.074 4.590 0.0944
H 0.388 1.081 6.048 0.1043
H 0.407 -0.673 6.124 0.0936
H -0.114 -0.859 3.722 0.0928
H -1.348 0.130 4.598 0.1146
H 0.883 1.226 2.807 0.1094
H -0.148 2.172 3.862 0.1153
H -2.197 1.557 2.619 0.1023
H -0.964 2.213 1.566 0.0911
H -1.162 -0.776 1.917 0.1109
H -0.279 0.126 0.712 0.1117
H -3.151 -1.299 -1.046 0.0996
H -3.374 -1.861 0.595 0.1228
H -0.506 -1.846 -0.360 0.0894
H -1.343 -2.934 0.755 0.1009
H -0.666 -3.431 -1.884 0.1007
H -2.375 -3.091 -2.036 0.0893
H -2.064 -4.877 0.237 0.0985
H -2.804 -5.219 -1.353 0.0994
H -1.157 -6.836 -1.388 0.0969
H -0.292 -5.520 -2.160 0.0975
H -0.011 -5.382 0.771 0.0902
H 0.522 -6.939 0.160 0.0951
H 1.645 -4.768 -1.520 0.0959
H 2.427 -6.104 -0.689 0.0754
H 1.591 -4.046 1.255 0.0568
H 2.660 -3.378 0.026 0.0627
H 3.179 -4.766 1.027 0.0539
H -0.235 -0.100 -1.476 0.0457
H -0.971 -0.870 -2.918 0.0553
H -0.094 0.966 -4.313 0.0997
H 0.512 1.807 -2.870 0.0748
H 1.418 -1.064 -3.132 0.0678
H 2.049 0.029 -4.390 0.0636
H 4.120 0.818 -1.216 0.0288
H 3.189 -0.873 -1.750 -0.0011
H 4.401 -0.817 -3.805 0.0879
H 4.080 0.789 -4.463 0.0818
H 6.168 -0.023 -2.370 0.1550
H 5.321 2.531 -3.212 0.0925
H 1.680 3.634 -2.143 0.1034
H 3.307 3.680 -1.325 0.1017
H 0.795 2.487 -0.500 0.0988
H 2.390 2.350 0.386 0.0919
C -4.986 0.532 7.306 -0.0563
C -4.475 1.212 8.557 -0.1944
O -3.423 0.444 9.181 0.0315
C -2.220 0.577 8.639 -0.3989
O -1.923 1.262 7.709 0.1722
C -1.195 -0.274 9.416 -0.5502
F -1.662 -1.501 9.666 0.1668
F -0.912 0.305 10.592 0.1646
F -0.075 -0.383 8.717 0.1745
H -5.315 -0.483 7.532 0.0833
H -5.829 1.090 6.898 0.0839
H -4.210 0.475 6.544 0.0766
H -5.256 1.281 9.311 0.1229
H -4.113 2.218 8.348 0.1252
C -5.848 1.229 -5.932 -0.0458
C -5.008 0.542 -6.984 -0.1870
O -4.042 -0.347 -6.385 0.0375
C -4.487 -1.536 -6.020 -0.4027
O -5.592 -1.972 -6.155 0.1657
C -3.330 -2.339 -5.392 -0.5481
F -2.651 -1.586 -4.528 0.1605
F -2.487 -2.755 -6.347 0.1686
F -3.791 -3.410 -4.752 0.1696
H -5.210 1.747 -5.215 0.0919
H -6.510 1.951 -6.398 0.0477
H -6.452 0.510 -5.379 0.0849
H -4.415 1.266 -7.541 0.1270
H -5.620 -0.012 -7.696 0.1246
C -11.663 4.239 -9.596 -0.0604
C -10.842 5.109 -8.671 -0.1930
O -9.639 4.435 -8.248 0.0345
C -8.632 4.449 -9.107 -0.4021
O -8.609 4.958 -10.187 0.1734
C -7.420 3.724 -8.489 -0.5471
F -7.783 2.565 -7.924 0.1486
F -6.863 4.489 -7.544 0.1749
F -6.502 3.466 -9.411 0.1780
H -11.887 3.284 -9.122 0.0841
H -12.602 4.738 -9.839 0.0820
H -11.129 4.039 -10.524 0.0780
H -11.383 5.319 -7.751 0.1254
H -10.580 6.059 -9.136 0.1255
C 6.678 -9.776 -1.663 -0.0603
C 5.220 -10.134 -1.476 -0.1960
O 4.781 -9.865 -0.128 0.0301
C 4.481 -8.600 0.136 -0.3983
O 4.534 -7.677 -0.617 0.1719
C 3.990 -8.477 1.593 -0.5517
F 4.786 -9.147 2.433 0.1651
F 2.755 -8.984 1.699 0.1656
F 3.956 -7.207 1.971 0.1775
H 7.295 -10.299 -0.931 0.0825
H 7.005 -10.060 -2.663 0.0821
H 6.838 -8.706 -1.538 0.0792
H 5.059 -11.201 -1.615 0.1235
H 4.581 -9.599 -2.178 0.1264
C 6.957 2.849 1.875 -0.0524
C 5.495 2.726 2.247 -0.1778
O 5.343 2.661 3.690 0.0321
C 5.388 3.812 4.334 -0.4136
O 5.531 4.907 3.872 0.1587
C 5.162 3.577 5.840 -0.5517
F 5.906 2.566 6.304 0.1639
F 3.879 3.284 6.069 0.1641
F 5.467 4.669 6.539 0.1655
H 7.529 2.027 2.309 0.0834
H 7.065 2.820 0.792 0.0855
H 7.378 3.785 2.242 0.0752
H 5.067 1.800 1.871 0.1269
H 4.902 3.549 1.854 0.1228
C 1.898 7.540 4.032 -0.0575
C 1.297 6.401 3.238 -0.1864
O -0.135 6.331 3.423 0.0337
C -0.857 7.181 2.710 -0.4036
O -0.458 8.005 1.942 0.1688
C -2.356 6.927 2.966 -0.5538
F -2.622 6.805 4.272 0.1615
F -2.722 5.798 2.357 0.1757
F -3.091 7.929 2.488 0.1680
H 1.638 7.446 5.087 0.0829
H 2.983 7.528 3.936 0.0814
H 1.531 8.502 3.676 0.0758
H 1.673 5.441 3.584 0.1228
H 1.519 6.489 2.175 0.1281
```

As for the HOMO energy: -4.8 eV. Its charge is -1.